[1]
Density functional theory data (ωB97M-V/def2-TZVPD) for a structure of composition C25H46MnO2P2.

Structure (XYZ):
```
76
Properties=species:S:1:pos:R:3:forces:R:3
Mn -0.5671 0.4866 0.4293 -0.83 -1.55 0.80
C 0.7744 2.2502 0.8174 0.07 0.59 0.26
C 1.0239 1.9282 -0.5593 0.24 0.37 -0.55
C -1.2162 2.4329 -0.3366 0.25 1.45 1.04
C -0.5960 2.6528 0.9311 -0.55 1.00 -1.19
C -0.1914 2.0314 -1.2753 0.74 0.39 -0.10
C 1.8546 2.5455 1.8405 0.60 -0.19 0.39
H 2.7467 1.8838 1.7828 -0.68 0.23 -0.25
H 1.5352 2.5035 2.8986 -0.20 -0.04 -0.65
H 2.2626 3.5702 1.7127 -0.39 -0.41 -0.21
C -1.1975 3.4286 2.0497 -0.58 0.06 0.66
H -0.5581 3.4943 2.9377 -0.06 -0.11 -0.32
H -2.1614 3.0173 2.3815 0.27 0.05 -0.11
H -1.4003 4.4648 1.7428 0.13 -0.25 -0.12
C -2.5864 2.8924 -0.7278 -0.93 -0.01 -0.07
H -2.5836 3.9027 -1.1749 0.31 -0.32 0.14
H -3.2779 2.9589 0.1259 0.48 -0.03 -0.18
H -3.1028 2.2529 -1.4713 0.49 0.15 0.34
C -0.3857 2.2575 -2.7561 -0.05 -0.01 -0.61
H -0.1527 3.3202 -2.9613 0.00 -0.33 0.21
H -1.4268 2.1333 -3.1072 0.47 -0.03 0.48
H 0.2431 1.6813 -3.4561 -0.06 0.03 0.62
C 2.4002 2.1450 -1.1128 0.21 -0.01 -0.16
H 2.5884 3.2284 -1.0283 0.05 -0.24 -0.10
H 2.4972 1.8869 -2.1664 -0.05 -0.12 0.08
H 3.2038 1.6588 -0.5512 -0.21 -0.11 -0.10
C 1.8319 -2.4306 -0.2663 0.20 -0.02 0.15
C 2.7410 -1.4503 -0.1697 0.18 -0.20 0.06
C 4.0835 -1.5170 -0.8780 -0.02 0.01 0.23
C 3.9612 -1.2771 -2.4263 -0.35 0.00 -0.10
C 2.5299 -1.0749 -2.9363 0.63 -0.36 -0.49
C 1.6732 -2.0970 -3.0298 0.36 -0.28 -0.60
C 2.0354 -3.5115 -2.5945 -0.09 0.34 -0.15
C 2.0827 -3.7107 -1.0400 -0.11 -0.02 0.06
H 4.5597 -2.4992 -0.7080 -0.21 0.40 -0.03
H 4.3694 -2.1737 -2.9184 -0.11 0.33 0.02
H 4.7592 -0.7619 -0.4452 -0.23 -0.30 -0.14
H 3.0608 -4.1424 -0.7714 -0.37 0.16 -0.01
H 0.8105 -2.3774 0.1392 0.49 0.41 0.17
H 2.5924 -0.4974 0.3575 -0.49 -0.51 -0.04
H 1.3174 -4.4478 -0.7572 0.28 0.18 -0.02
H 1.3264 -4.2154 -3.0531 0.23 0.17 0.22
H 0.7327 -1.9973 -3.5811 0.14 0.25 0.37
H 3.0295 -3.7627 -2.9937 -0.29 0.07 0.01
H 4.6036 -0.4386 -2.7380 -0.32 -0.23 0.17
H 2.3010 -0.0998 -3.3772 -0.15 -0.31 0.23
P -0.2347 -0.3897 2.8164 0.03 0.67 -0.48
C -0.7848 0.8382 4.0457 -0.34 0.22 0.15
H -0.7523 0.3116 5.0073 -0.02 0.17 -0.07
H -1.8090 1.2031 3.8872 0.37 -0.26 -0.08
H -0.0938 1.6872 4.1016 -0.13 -0.25 -0.05
C -1.1814 -1.8455 3.3152 -0.29 -0.46 0.00
H -1.0596 -1.9276 4.4031 -0.08 -0.11 -0.20
H -0.7904 -2.7605 2.8527 -0.03 0.22 0.06
H -2.2529 -1.7527 3.0896 0.35 0.18 0.01
C 1.3896 -0.7276 3.5172 0.50 -0.39 0.33
H 1.8280 -1.6419 3.1044 -0.02 0.17 0.00
H 1.2311 -0.8659 4.5945 0.25 -0.05 -0.14
H 2.0923 0.1022 3.3749 -0.23 -0.18 -0.05
P -2.1163 -1.0104 -0.9697 -0.44 0.77 0.68
C -2.3757 -0.4747 -2.6824 0.33 -0.46 -1.15
H -2.7871 -1.3522 -3.1945 0.03 0.24 -0.29
H -1.5037 -0.1028 -3.2303 -0.08 -0.36 0.22
H -3.1490 0.3117 -2.7084 0.37 -0.35 0.19
C -2.1779 -2.8177 -0.7713 0.14 -0.76 -0.51
H -1.4939 -3.3310 -1.4525 0.03 -0.05 0.19
H -3.2095 -3.1247 -1.0103 0.47 -0.04 -0.01
H -1.9796 -3.1424 0.2671 0.07 0.42 -0.46
C -3.8835 -0.8086 -0.6151 -0.44 0.33 0.63
H -4.4014 -1.3389 -1.4178 -0.05 0.02 0.08
H -4.1906 0.2410 -0.6432 0.05 -0.26 0.09
H -4.1544 -1.2612 0.3428 -0.03 0.19 -0.11
O -4.1240 0.5494 2.8876 0.69 0.41 -1.28
C -3.6144 0.8746 1.8188 1.10 -0.79 0.74
O -2.3702 0.5839 1.4346 -2.00 0.16 0.73
H -4.1783 1.4471 1.0569 -0.09 -0.05 0.33
```
Positions in Å, forces in eV/Å.

Values from the calculation:
largest force on an atom	2.14	eV/Å
LUMO (alpha / beta)	-4.7 / -3.0	eV
orbital gap (alpha / beta)	6.0058 / 8.6122	eV
net charge	+1
HOMO level (alpha / beta)	-0.39405 / -0.42558	hartree
E	-80657.4070	eV
spin multiplicity	5

Which charges does Löwdin predict for the atoms? In e, they are:
1. Mn 0.67
2. C -0.25
3. C -0.26
4. C -0.28
5. C -0.27
6. C -0.23
7. C -0.02
8. H 0.09
9. H 0.07
10. H 0.11
11. C -0.01
12. H 0.08
13. H 0.08
14. H 0.11
15. C -0.01
16. H 0.11
17. H 0.07
18. H 0.08
19. C -0.02
20. H 0.11
21. H 0.07
22. H 0.09
23. C -0.02
24. H 0.11
25. H 0.07
26. H 0.08
27. C -0.13
28. C -0.13
29. C -0.17
30. C -0.16
31. C -0.12
32. C -0.12
33. C -0.16
34. C -0.17
35. H 0.11
36. H 0.10
37. H 0.10
38. H 0.11
39. H 0.07
40. H 0.08
41. H 0.10
42. H 0.11
43. H 0.10
44. H 0.11
45. H 0.11
46. H 0.09
47. P 0.82
48. C -0.22
49. H 0.06
50. H 0.05
51. H 0.03
52. C -0.24
53. H 0.06
54. H 0.05
55. H 0.05
56. C -0.26
57. H 0.05
58. H 0.06
59. H 0.04
60. P 0.85
61. C -0.26
62. H 0.06
63. H 0.03
64. H 0.05
65. C -0.25
66. H 0.04
67. H 0.06
68. H 0.05
69. C -0.27
70. H 0.06
71. H 0.04
72. H 0.07
73. O 0.02
74. C -0.50
75. O -0.35
76. H 0.11

***

[2]
Density functional theory data (ωB97M-V/def2-TZVPD) for a cluster of 11 separate species, C34H51N9O2S2 in total.

Structure (XYZ):
```
98
Properties=species:S:1:pos:R:3:forces:R:3
C -2.2381 -2.1128 1.8395 -0.08 -0.19 -0.15
S -3.2606 -0.6369 1.6520 0.29 0.35 0.44
O -4.5295 -1.0057 0.9720 0.09 -0.31 -0.21
C -3.7101 -0.5255 3.3766 -1.08 -0.12 1.03
H -2.8908 -2.9852 1.8946 -0.08 0.07 0.01
H -1.6467 -2.0405 2.7520 0.05 0.11 -0.04
H -1.5854 -2.1803 0.9706 -0.01 -0.08 0.00
H -4.2758 -1.4295 3.6280 0.22 -0.13 -0.14
H -4.4427 0.2733 3.5143 0.17 0.18 -0.39
H -2.9357 -0.3782 4.1299 0.41 -0.06 -0.48
C 0.6389 -2.7949 -4.7879 0.24 0.23 -0.21
S -1.0028 -3.5385 -4.7085 0.42 -0.18 0.40
O -0.8399 -4.6769 -3.7645 -0.21 -0.08 -0.03
C -1.7264 -2.1827 -3.8042 -0.57 0.89 -0.16
H 1.3625 -3.5953 -4.9257 -0.14 -0.16 0.00
H 0.8350 -2.2840 -3.8475 0.09 -0.01 0.03
H 0.7328 -2.0975 -5.6220 -0.16 0.06 0.08
H -2.7748 -2.3598 -3.5664 0.07 -0.39 -0.08
H -1.7305 -1.3123 -4.4724 0.13 -0.06 0.02
H -1.1900 -1.9114 -2.8941 0.20 -0.30 -0.02
C 4.5541 1.8697 2.5077 0.12 0.19 0.06
C 5.0278 3.2226 2.2369 0.06 -0.21 0.06
N 5.3723 4.2892 1.9988 0.11 0.22 -0.03
H 3.5848 1.9526 2.9991 -0.13 -0.14 -0.14
H 5.2310 1.3337 3.1716 0.08 0.10 -0.02
H 4.5012 1.3356 1.5614 -0.18 -0.12 0.03
C 5.3459 -0.4392 -4.5273 -0.55 -0.12 -0.42
C 4.7910 -0.4621 -3.1809 0.06 0.08 0.29
N 4.3400 -0.4912 -2.1244 0.15 0.12 -0.27
H 4.7491 0.2311 -5.1492 0.03 0.06 0.12
H 5.2270 -1.4310 -4.9657 0.23 0.00 0.05
H 6.3814 -0.1191 -4.5665 0.08 -0.07 0.21
C 2.3513 2.7675 -6.5942 -0.37 0.30 -0.62
C 1.8301 1.7044 -5.7552 -0.12 -0.54 0.49
N 1.3986 0.8658 -5.0931 0.24 0.39 -0.33
H 3.3802 3.0331 -6.3744 0.02 -0.06 0.22
H 1.7088 3.6440 -6.4997 0.14 0.04 0.18
H 2.2884 2.4755 -7.6445 0.08 -0.14 0.09
N 2.5853 -2.5869 3.0841 -0.21 0.54 -0.31
C 3.1639 -3.7196 3.5715 0.28 -0.06 -0.13
C 4.3211 -3.3551 4.2149 -0.35 -0.31 -0.06
C 4.4365 -1.9454 4.1023 0.35 -0.14 0.17
C 3.3497 -1.4983 3.4056 0.38 -0.20 -0.20
H 1.8186 -2.5344 2.4342 -0.05 -0.15 0.10
H 2.7631 -4.6928 3.3460 -0.10 0.00 0.14
H 4.9828 -4.0576 4.6927 0.12 0.14 0.06
H 5.2744 -1.3586 4.4429 -0.13 0.11 0.10
H 3.1545 -0.5172 3.0198 -0.32 0.11 0.07
N 2.2998 4.5666 3.2116 -0.31 0.35 0.06
C 1.4323 3.8901 2.4068 -0.18 -0.24 -0.28
C 0.9563 2.8131 3.1060 -0.03 0.04 0.50
C 1.5513 2.8678 4.3996 -0.34 -0.28 0.06
C 2.3537 3.9720 4.4402 0.05 0.24 0.07
H 2.6524 5.4846 3.0066 0.27 -0.13 -0.07
H 1.2113 4.2131 1.4038 0.07 0.06 0.00
H 0.1935 2.1097 2.8173 0.15 -0.04 -0.34
H 1.3545 2.1707 5.1983 0.15 0.06 0.07
H 2.8832 4.4409 5.2511 0.18 -0.14 -0.01
N 1.6659 0.4695 -0.8646 0.24 0.34 0.26
C 1.4617 0.3900 0.4803 -0.05 -0.40 -0.22
C 0.1475 0.0640 0.6809 -0.13 -0.19 0.19
C -0.4648 -0.0313 -0.5956 -0.26 0.13 0.01
C 0.4984 0.2387 -1.5270 0.28 -0.21 -0.29
H 2.5656 0.6712 -1.2666 -0.06 -0.21 -0.22
H 2.2819 0.4801 1.1620 0.10 0.17 0.18
H -0.3137 -0.1592 1.6289 -0.03 0.23 0.02
H -1.5090 -0.1972 -0.8099 0.00 -0.07 0.03
H 0.4811 0.2205 -2.6040 -0.08 0.15 -0.02
N -3.1732 1.9207 -4.2097 0.49 -0.24 0.23
C -4.1676 2.4616 -3.4426 -0.40 0.24 -0.91
C -3.6215 2.9506 -2.3011 0.54 -0.05 0.30
C -2.2236 2.6311 -2.3376 -0.55 0.21 0.23
C -1.9870 1.9997 -3.5232 0.28 0.04 -0.03
H -3.2677 1.4699 -5.1007 -0.22 0.03 0.02
H -5.1667 2.5055 -3.8408 -0.07 0.02 0.20
H -4.1452 3.4984 -1.5373 -0.03 -0.12 0.10
H -1.5112 2.8226 -1.5535 0.11 0.02 -0.07
H -1.0521 1.6462 -3.9285 -0.11 -0.13 -0.10
N -1.2107 -0.4115 6.4353 -0.60 -0.29 -0.18
C -0.9377 -1.7493 6.2769 0.65 0.11 -0.05
C -0.1786 -1.8752 5.1434 0.19 0.01 -0.52
C -0.0240 -0.5833 4.5653 -0.76 0.31 0.25
C -0.7476 0.2797 5.3554 0.74 0.23 0.15
H -1.7375 0.0120 7.1773 -0.07 -0.17 0.03
H -1.1692 -2.5128 6.9974 -0.25 0.17 0.16
H 0.2276 -2.7830 4.7246 0.01 -0.06 0.25
H 0.4978 -0.2668 3.6778 0.08 -0.25 -0.05
H -0.9093 1.3424 5.2706 0.05 -0.01 0.01
N -5.1400 -1.9247 -1.8547 0.55 0.33 0.55
C -6.4509 -2.1931 -2.0689 -0.18 -0.27 -0.56
C -6.9019 -1.3256 -3.0327 0.35 -0.12 -0.45
C -5.8015 -0.4993 -3.3798 -0.12 0.41 0.18
C -4.7408 -0.8212 -2.5650 -0.48 -0.72 -0.86
H -4.5624 -2.4512 -1.2245 -0.04 0.31 0.30
H -6.9223 -3.0374 -1.5966 -0.05 0.06 0.07
H -7.8302 -1.3428 -3.5777 -0.22 -0.03 0.33
H -5.8120 0.2505 -4.1539 0.02 0.11 0.13
H -3.7382 -0.4301 -2.5720 0.03 -0.02 0.30
```
Positions in Å, forces in eV/Å.

Values from the calculation:
largest force on an atom	1.49	eV/Å
LUMO	0.0	eV
orbital gap	7.6308	eV
HOMO level	-0.28004	hartree
E	-75257.5053	eV

Which charges does Löwdin predict for the atoms? In e, they are:
1. C -0.25
2. S 0.80
3. O -0.54
4. C -0.26
5. H 0.06
6. H 0.03
7. H 0.03
8. H 0.06
9. H 0.05
10. H 0.03
11. C -0.27
12. S 0.81
13. O -0.56
14. C -0.29
15. H 0.05
16. H 0.04
17. H 0.04
18. H 0.03
19. H 0.05
20. H 0.04
21. C -0.07
22. C -0.29
23. N 0.12
24. H 0.05
25. H 0.08
26. H 0.08
27. C -0.06
28. C -0.25
29. N 0.15
30. H 0.07
31. H 0.09
32. H 0.08
33. C -0.06
34. C -0.26
35. N 0.15
36. H 0.08
37. H 0.09
38. H 0.09
39. N 0.01
40. C -0.14
41. C -0.11
42. C -0.11
43. C -0.15
44. H 0.14
45. H 0.11
46. H 0.09
47. H 0.09
48. H 0.07
49. N 0.01
50. C -0.13
51. C -0.12
52. C -0.12
53. C -0.14
54. H 0.15
55. H 0.11
56. H 0.08
57. H 0.08
58. H 0.11
59. N 0.03
60. C -0.13
61. C -0.12
62. C -0.12
63. C -0.14
64. H 0.09
65. H 0.08
66. H 0.05
67. H 0.08
68. H 0.07
69. N 0.01
70. C -0.17
71. C -0.09
72. C -0.10
73. C -0.16
74. H 0.14
75. H 0.11
76. H 0.09
77. H 0.09
78. H 0.07
79. N 0.01
80. C -0.12
81. C -0.11
82. C -0.12
83. C -0.17
84. H 0.15
85. H 0.11
86. H 0.09
87. H 0.07
88. H 0.11
89. N 0.01
90. C -0.14
91. C -0.11
92. C -0.12
93. C -0.14
94. H 0.13
95. H 0.11
96. H 0.08
97. H 0.07
98. H 0.09

***

[3]
Density functional theory data (ωB97M-V/def2-TZVPD) for a cluster of 2 separate species, C4H12N2 in total.

Structure (XYZ):
```
18
Properties=species:S:1:pos:R:3:forces:R:3
C 1.1759 2.5615 -1.4414 -0.71 -1.03 1.15
C 0.5945 2.8027 -0.0701 -0.40 -0.98 -0.39
C -0.6284 2.5631 0.3913 -0.63 -0.41 0.92
H 1.0277 3.4530 -2.0436 0.40 -0.01 -0.16
H 0.6660 1.7104 -1.9019 0.02 0.16 -0.25
H 2.2086 2.2811 -1.2548 0.28 0.28 -0.67
H 1.3106 2.9373 0.7062 0.59 1.66 0.43
H -0.9407 3.0040 1.3356 0.60 -0.32 0.39
H -1.3542 1.7960 0.1297 -0.12 0.62 -1.39
N 0.1534 -3.6212 0.4896 0.79 0.02 0.27
C -0.3784 -2.4413 -0.1812 -0.75 -0.35 1.26
N -1.0337 -1.4457 0.7216 0.50 -0.72 -1.14
H -0.5310 -4.1291 1.0357 -0.33 0.11 -0.25
H 0.8763 -3.3761 1.1563 0.19 0.05 -0.12
H -1.1362 -2.8886 -0.8215 0.09 0.74 -0.65
H 0.4248 -1.9112 -0.6792 0.05 -0.30 -0.45
H -0.4647 -1.5000 1.5578 -0.55 0.32 0.40
H -1.9706 -1.7959 0.8699 0.00 0.16 0.67
```
Positions in Å, forces in eV/Å.

Values from the calculation:
largest force on an atom	1.81	eV/Å
LUMO	1.0	eV
SMILES string	C=CC.NCN
orbital gap	9.9066	eV
HOMO level	-0.32582	hartree
E	-7320.8809	eV

Which charges does natural (NBO) predict for the atoms? In e, they are:
1. C -0.66
2. C -0.17
3. C -0.41
4. H 0.23
5. H 0.21
6. H 0.21
7. H 0.19
8. H 0.18
9. H 0.21
10. N -0.84
11. C -0.06
12. N -0.84
13. H 0.35
14. H 0.34
15. H 0.18
16. H 0.18
17. H 0.35
18. H 0.35